19
Properties=species:S:1:pos:R:3 method="wB97M-V/def2-TZVPD" de_lowest_kcal_mol=111.48 total_charge=-1 homo_ev=-2.180 smiles="CC(C)n1c(=O)ccn1[O-]" lumo_ev=4.01
C -3.129 0.265 -0.228
C -2.471 1.480 -0.083
C -2.249 -0.785 -0.039
C 1.312 -0.296 1.175
C 0.831 -0.401 -1.256
C 0.289 -0.715 0.115
N -0.967 -0.006 0.304
N -1.205 1.313 0.072
O -2.233 -2.026 -0.025
O -0.443 2.286 0.236
H -4.099 0.082 -0.482
H -2.873 2.528 0.076
H 1.682 0.738 0.977
H 2.084 -1.096 1.094
H 0.802 -0.415 2.144
H 1.480 -1.108 -1.684
H 1.287 0.681 -1.190
H -0.029 -0.307 -2.001
H -0.118 -1.845 0.323